DFT (ωB97M-V with the def2-TZVPD basis set) results for 3 unconnected molecules or ions with the total composition C18H40ClIN2O11P2S2 at a distorted geometry.

Structure (ORCA input):
```
! wB97M-V def2-TZVPD RIJCOSX def2/J DEFGRID3
* xyz 0 1
O 1.44717 1.73923 0.84488
C 0.15132 1.74083 0.42706
I -0.44938 3.36704 -0.90761
C -0.80285 0.54208 1.00877
C -1.10721 -0.67867 -0.04708
P -2.34468 0.06892 -1.35417
O -1.50425 0.60387 -2.78229
Cl -3.69231 -1.44330 -2.06004
C -1.97699 -1.80842 0.77036
O -1.99340 -3.14429 0.15588
S -0.43017 -3.78736 0.56088
O -0.28566 -5.22351 -0.07801
O -0.22130 -3.97623 2.08227
C 0.81515 -2.65866 -0.27608
P 2.41591 -2.40933 0.80640
O 2.25084 -1.03464 1.86215
O 2.79955 -3.88170 1.72332
S 3.92897 -2.21936 -0.46412
C 0.20080 -1.25080 -0.84631
H -0.27002 0.05812 1.94681
H -1.85451 0.93993 1.40455
H -0.52885 0.78525 -2.61211
H -1.64226 -1.79348 1.89728
H -3.10464 -1.41775 0.76170
H 1.20634 -3.25830 -1.23178
H 1.46094 -1.27347 2.45944
H 3.75625 -3.77140 2.06513
H 1.09823 -0.49694 -0.94192
H -0.15041 -1.47148 -1.96546
C -9.73183 1.01831 -2.84790
O -10.08404 1.35558 -1.51173
C -10.53964 0.23059 -0.74905
C -9.52119 -0.12300 0.34769
N -8.29942 -0.69487 -0.22883
C -7.19735 -0.81319 0.73202
C -6.63300 0.49255 1.32638
O -5.96412 1.32062 0.37373
C -6.82061 2.18840 -0.35618
H -9.54902 1.94445 -3.39599
H -8.81881 0.42071 -2.86927
H -10.54607 0.47637 -3.34298
H -10.76682 -0.63573 -1.38118
H -11.47322 0.53976 -0.26647
H -9.96904 -0.84718 1.03605
H -9.30333 0.79287 0.90467
H -7.98840 -0.10826 -0.99822
H -6.38115 -1.32402 0.20669
H -7.50633 -1.47718 1.54858
H -5.86835 0.20820 2.05900
H -7.38283 1.06224 1.88505
H -7.68209 2.51907 0.23104
H -7.14659 1.70528 -1.27976
H -6.24212 3.06983 -0.64229
C 11.23407 1.34249 -0.10894
O 10.41075 0.19576 -0.28303
C 9.96547 -0.37043 0.95633
C 8.45018 -0.16926 1.12530
N 8.12718 1.24091 1.36865
C 6.69314 1.53732 1.28239
C 6.00883 1.33279 -0.08385
O 6.44998 2.24135 -1.09407
C 7.62580 1.83347 -1.77998
H 11.65152 1.61269 -1.08068
H 10.64974 2.18700 0.26060
H 12.06161 1.13022 0.57800
H 10.52142 0.02148 1.81600
H 10.16642 -1.44565 0.89685
H 8.09817 -0.77131 1.96938
H 7.96449 -0.53388 0.21554
H 8.61205 1.81602 0.68530
H 6.57674 2.59140 1.56249
H 6.16198 0.95213 2.04302
H 4.94176 1.54247 0.05642
H 6.06478 0.29705 -0.43460
H 7.70244 0.74622 -1.87124
H 8.50995 2.24178 -1.28577
H 7.59436 2.26044 -2.78504
*
```

Lowest unoccupied orbital energy in eV: -1.03
Strongest force on any atom in eV/Å: 9.13
Orbital gap in eV: 7.447
Electronic energy in eV: -105681.3762
Structure (SMILES): O=C(I)C[C@]1(P(O)Cl)COS(=O)(=O)[C@H](P(O)(O)=S)C1.COCCNCCOC.COCCNCCOC

Löwdin atomic charge list, values in e, 6 entries:
1 O -0.14
2 C -0.67
3 I 0.86
4 C -0.17
5 C -0.54
6 P 0.67